Entry 1:
Formula: C28H49As2F12HfN7
Source: OMol25
Level of theory: ωB97M-V with the def2-TZVPD basis set

The geometry in ORCA input format:
```
! wB97M-V def2-TZVPD RIJCOSX def2/J DEFGRID3
* xyz 1 2
Hf -25.143 10.800 30.263
As -23.023 12.436 33.472
F -23.952 11.771 32.019
F -24.164 11.679 34.590
F -21.997 13.060 34.764
F -21.790 13.150 32.262
F -24.070 13.862 33.332
F -22.103 10.865 33.475
As -27.630 10.892 33.671
F -26.921 12.321 34.474
F -26.591 9.808 34.745
F -28.292 9.538 32.771
F -28.406 12.007 32.581
F -26.258 10.789 32.335
F -29.108 11.080 34.676
C -19.204 11.855 29.287
C -19.264 11.708 30.865
C -20.031 10.518 31.399
C -21.432 10.485 30.919
N -22.544 10.489 30.524
H -18.730 12.821 29.120
H -20.232 12.016 28.963
H -18.732 10.994 28.814
H -19.601 12.649 31.300
H -18.232 11.514 31.159
H -20.028 10.448 32.487
H -19.562 9.565 31.154
C -26.043 13.001 37.656
C -25.549 11.597 37.845
C -26.009 10.932 39.184
C -25.536 9.473 39.283
N -25.123 8.370 39.301
H -25.593 13.590 38.456
H -27.130 12.985 37.731
H -25.646 13.191 36.659
H -24.462 11.587 37.765
H -25.872 10.943 37.035
H -27.094 11.010 39.249
H -25.762 11.410 40.132
C -25.137 16.863 31.394
C -26.680 16.584 31.558
C -26.985 15.302 32.381
C -26.548 14.062 31.678
N -26.202 13.110 31.089
H -24.750 16.145 30.671
H -24.612 16.655 32.327
H -24.843 17.870 31.098
H -27.038 16.395 30.546
H -27.201 17.461 31.942
H -28.061 15.141 32.318
H -26.649 15.418 33.412
C -18.215 14.474 36.418
C -19.401 14.166 35.435
C -19.170 14.684 33.985
C -17.725 14.483 33.545
N -16.668 14.375 33.178
H -18.380 14.252 37.473
H -17.898 15.508 36.280
H -17.331 13.855 36.268
H -20.315 14.474 35.944
H -19.393 13.079 35.360
H -19.388 15.748 33.886
H -19.910 14.229 33.327
C -21.385 12.783 38.416
C -21.671 13.908 39.459
C -21.754 13.529 40.930
C -22.230 14.704 41.661
N -22.681 15.600 42.273
H -21.913 13.078 37.509
H -21.694 11.820 38.822
H -20.309 12.796 38.245
H -22.676 14.250 39.208
H -21.240 14.883 39.233
H -20.806 13.482 41.465
H -22.293 12.613 41.171
C -23.606 8.835 35.957
C -22.558 8.127 35.086
C -23.015 7.448 33.799
C -23.714 8.353 32.858
N -24.249 9.165 32.128
H -24.333 9.503 35.495
H -23.154 9.413 36.764
H -24.120 8.047 36.507
H -21.924 7.503 35.715
H -21.896 8.866 34.634
H -23.734 6.664 34.039
H -22.205 6.987 33.233
C -20.905 15.965 30.699
C -21.118 15.589 29.192
C -22.534 15.326 28.713
C -23.215 14.130 29.306
N -23.657 13.149 29.879
H -19.995 15.658 31.215
H -21.679 15.546 31.343
H -20.935 17.049 30.801
H -20.455 14.805 28.826
H -20.734 16.385 28.554
H -22.593 15.186 27.634
H -23.318 16.037 28.974
*
```

HOMO-LUMO gap (alpha / beta): 5.9110 / 6.1001 eV
Expectation value of S²: 0.7509
Relative energy (zero: lowest compared OMol25 entry of this formula, charge and spin): 2.886 eV


Entry 2:
Formula: C28H49Br18NO3P
Source: OMol25
Level of theory: ωB97M-V with the def2-TZVPD basis set

The geometry in ORCA input format:
```
! wB97M-V def2-TZVPD RIJCOSX def2/J DEFGRID3
* xyz -1 1
O -1.765 -6.720 0.595
N -1.790 -5.641 1.214
O -0.894 -5.690 2.245
C 0.274 -4.940 1.745
C 0.317 -3.363 2.225
C 0.254 -2.453 0.857
C 1.717 -1.734 0.692
C 2.815 -2.576 -0.188
C 4.093 -3.371 0.539
C 5.206 -4.171 -0.411
C 5.037 -4.150 -2.064
C 3.743 -3.377 -2.752
C 2.608 -2.568 -1.841
P -1.230 -2.925 3.313
O -1.434 -1.333 3.461
H 0.267 -5.075 0.563
H 1.300 -5.431 2.102
H -0.124 -3.031 -0.097
H -0.532 -1.570 1.022
H 2.195 -1.552 1.754
H 1.521 -0.716 0.098
H 4.233 -3.384 1.725
H 6.123 -4.704 0.129
H 5.826 -4.678 -2.784
H 3.581 -3.337 -3.920
H 1.680 -2.001 -2.314
H -1.013 -3.392 4.689
H -2.438 -3.490 2.760
Br 2.367 -2.080 -5.130
C 2.728 -1.875 -7.036
C 2.243 -3.075 -7.817
Br 3.455 -4.589 -7.610
H 3.800 -1.693 -7.141
H 2.180 -0.975 -7.333
H 2.237 -2.859 -8.889
H 1.249 -3.417 -7.514
Br 4.342 -1.795 2.683
C 4.683 -1.178 4.502
C 3.412 -1.155 5.319
Br 2.306 0.384 4.858
H 5.168 -0.202 4.423
H 5.394 -1.900 4.917
H 3.640 -1.033 6.382
H 2.792 -2.045 5.184
Br -1.466 -1.011 -1.830
C -2.395 -1.324 -3.516
C -1.436 -1.289 -4.684
Br -0.943 0.542 -5.137
H -3.191 -0.580 -3.585
H -2.841 -2.319 -3.414
H -1.912 -1.687 -5.585
H -0.506 -1.834 -4.498
Br -2.010 1.557 7.165
C -0.510 2.801 7.254
C -0.614 3.861 6.182
Br -0.102 3.153 4.438
H 0.403 2.205 7.189
H -0.575 3.252 8.249
H 0.090 4.675 6.377
H -1.621 4.274 6.076
Br -8.194 3.923 7.282
C -6.884 3.086 6.104
C -5.497 3.139 6.702
Br -4.721 4.920 6.527
H -6.959 3.587 5.135
H -7.219 2.049 5.999
H -4.818 2.478 6.157
H -5.473 2.883 7.765
Br -8.852 3.613 2.887
C -8.196 1.938 2.132
C -8.984 0.758 2.651
Br -8.456 0.303 4.473
H -7.129 1.882 2.358
H -8.329 2.043 1.050
H -8.770 -0.138 2.061
H -10.064 0.929 2.665
Br -0.996 3.995 -6.550
C -2.941 4.138 -6.507
C -3.418 4.714 -5.194
Br -3.347 3.382 -3.771
H -3.339 3.141 -6.715
H -3.195 4.806 -7.336
H -4.471 5.003 -5.261
H -2.831 5.573 -4.858
Br 6.209 -1.727 -4.877
C 6.950 -0.702 -6.361
C 7.318 -1.602 -7.518
Br 8.982 -2.557 -7.167
H 7.796 -0.133 -5.966
H 6.155 -0.008 -6.652
H 7.514 -1.011 -8.418
H 6.558 -2.356 -7.741
Br 1.292 6.557 3.818
C 1.653 6.762 1.912
C 1.168 5.562 1.131
Br 2.380 4.049 1.338
H 2.726 6.944 1.807
H 1.106 7.662 1.615
H 1.163 5.778 0.058
H 0.175 5.220 1.434
*
```

HOMO-LUMO gap: 4.7156 eV


The evaluated energy for the records listed, in turn: -195848.497; -1307502.769 eV.
The evaluated largest force on an atom for the records listed, in turn: 8.39; 5.34 eV/Å.